C60H48BrN10O3S2Zr | ωB97M-V/def2-TZVPD

```
125
Properties=species:S:1:pos:R:3:lowdin_charge:R:1
Zr -0.0435 0.0726 0.0791 1.755
C -4.2825 -2.1213 4.6985 -0.075
C -5.1781 -1.2634 4.0542 -0.080
C -4.8956 -0.7377 2.8040 -0.012
C -3.6938 -1.1006 2.2162 -0.110
C -3.0439 -0.7040 0.9762 -0.378
N -3.6754 -0.0625 0.0255 0.172
C -3.0731 0.2492 -1.1182 -0.304
C -3.7904 0.7254 -2.2813 -0.098
C -5.1339 0.9901 -2.5284 -0.017
C -5.4949 1.3284 -3.8188 -0.093
C -4.5445 1.4119 -4.8457 -0.092
C -3.2071 1.1629 -4.6049 -0.020
C -2.8389 0.8103 -3.3110 -0.100
C -1.5808 0.3956 -2.7316 -0.280
N -0.4880 0.2565 -3.4596 0.207
C 0.6489 -0.2219 -3.0090 -0.302
N 0.9554 -0.6587 -1.7449 0.036
C 2.2053 -1.1984 -1.7794 -0.322
N 2.7744 -1.9441 -0.8462 0.189
C 2.1165 -2.3329 0.2201 -0.279
N 0.8421 -2.0086 0.5838 0.060
C 0.4778 -2.8626 1.5854 -0.293
N -0.6838 -2.9511 2.1937 0.186
C -1.6352 -2.0606 1.9924 -0.311
N -1.7630 -1.2101 0.9317 0.025
C -2.8069 -1.9710 2.8543 -0.113
C -3.0853 -2.4891 4.1072 -0.008
C 1.5818 -3.7591 1.9130 -0.097
C 1.7245 -4.7910 2.8247 -0.001
C 2.9433 -5.4495 2.8624 -0.079
C 3.9962 -5.0835 2.0210 -0.083
C 3.8578 -4.0436 1.1156 -0.013
C 2.6359 -3.3928 1.0752 -0.101
C 2.7782 -1.0376 -3.1015 -0.112
C 3.9939 -1.4128 -3.6577 -0.011
C 4.1891 -1.1588 -5.0028 -0.083
C 3.2005 -0.5402 -5.7785 -0.084
C 1.9865 -0.1697 -5.2304 -0.018
C 1.7846 -0.4333 -3.8825 -0.112
N -1.7544 0.0847 -1.4116 0.029
H -4.5234 -2.4865 5.6889 0.099
H -6.1036 -0.9987 4.5503 0.097
H -5.5625 -0.0491 2.3025 0.111
H -5.8630 0.9287 -1.7312 0.110
H -6.5354 1.5171 -4.0523 0.095
H -4.8700 1.6717 -5.8453 0.095
H -2.4662 1.2285 -5.3909 0.109
H -2.3756 -3.1354 4.6043 0.114
H 0.9056 -5.0637 3.4763 0.116
H 3.0835 -6.2689 3.5558 0.098
H 4.9310 -5.6270 2.0748 0.099
H 4.6580 -3.7335 0.4566 0.116
H 4.7509 -1.8903 -3.0503 0.114
H 5.1185 -1.4496 -5.4763 0.097
H 3.3905 -0.3615 -6.8295 0.097
H 1.2101 0.3002 -5.8196 0.112
O 1.0899 2.8090 1.6329 -0.055
C 1.1480 1.7301 2.2284 -0.627
O 1.1630 0.5967 1.5608 -0.271
C 1.2166 1.7953 3.7233 -0.172
C 1.5106 3.0735 4.2188 -0.068
C 1.5844 3.3417 5.5657 -0.122
C 1.3810 2.3055 6.4734 -0.115
C 1.0744 1.0441 6.0275 -0.155
C 0.9510 0.7418 4.6524 -0.687
S 0.4055 -0.8257 4.2215 0.580
H 1.6596 3.8649 3.4932 0.106
H 1.7935 4.3436 5.9194 0.085
H 1.4589 2.4930 7.5386 0.092
H 0.8889 0.2428 6.7308 0.079
C -1.7569 8.0783 -1.2273 -0.067
C -2.2837 7.0130 -0.2635 -0.559
C -2.0465 7.5039 1.1723 -0.048
C -3.7908 6.8355 -0.5016 -0.047
C -1.5934 5.6675 -0.4618 -0.178
C -1.9034 4.6038 0.3698 -0.081
C -1.2841 3.3949 0.1789 -0.452
Br -1.7359 1.9927 1.4114 1.076
C -0.3240 3.0962 -0.8159 -0.331
O 0.2155 1.8917 -0.8616 -0.295
C -0.0251 4.1958 -1.6769 -0.059
C -0.6602 5.4185 -1.4533 0.005
C 0.9459 4.2194 -2.8753 -0.518
C 1.5783 2.8735 -3.2125 -0.051
C 0.1652 4.6439 -4.1356 -0.046
C 2.0670 5.2408 -2.6175 -0.038
H -2.2536 9.0306 -1.0336 0.081
H -1.9539 7.8021 -2.2643 0.084
H -0.6838 8.2253 -1.0949 0.087
H -2.4950 8.4894 1.3164 0.080
H -0.9771 7.5747 1.3752 0.091
H -2.4870 6.8209 1.8979 0.076
H -4.3080 7.7932 -0.4050 0.080
H -4.2172 6.1405 0.2217 0.078
H -3.9724 6.4402 -1.5020 0.090
H -2.6189 4.7027 1.1747 0.103
H -0.3864 6.2325 -2.1073 0.084
H 0.8249 2.2362 -3.6601 0.062
H 1.9820 2.3549 -2.3465 0.065
H 2.3853 3.0116 -3.9362 0.094
H -0.7146 4.0108 -4.2631 0.088
H 0.8031 4.5283 -5.0148 0.084
H -0.1598 5.6838 -4.0916 0.072
H 2.6461 4.9777 -1.7329 0.070
H 1.6733 6.2471 -2.4682 0.074
H 2.7412 5.2716 -3.4762 0.086
N 3.5628 3.1990 0.0822 0.087
C 3.9623 2.0181 0.6389 -0.873
S 4.3602 0.7399 -0.3344 0.707
N 4.1052 2.0805 1.9853 0.075
C 4.4822 1.1143 2.9349 -0.236
C 4.9141 1.5947 4.1723 -0.034
C 5.3249 0.7224 5.1624 -0.093
C 5.3023 -0.6464 4.9358 -0.099
C 4.8409 -1.1250 3.7205 -0.071
C 4.4290 -0.2597 2.7185 -0.037
H 3.3590 3.0999 -0.8988 0.041
H 2.8234 3.6774 0.5894 0.088
H 3.8805 2.9796 2.3861 0.136
H 4.9132 2.6633 4.3552 0.110
H 5.6549 1.1175 6.1149 0.098
H 5.6184 -1.3285 5.7148 0.094
H 4.7845 -2.1914 3.5409 0.096
H 4.0555 -0.6492 1.7867 0.041
```

Results
Energy above the lowest of the compared OMol25 structures with the same formula, charge and spin in kJ/mol: 32.8
Total charge: -1
DFT total energy in eV: -177047.5726
Kohn-Sham gap (alpha / beta) in eV: 4.287 / 4.282